Molecular formula: C16H30O3P2Pt
Method: DFT, ωB97M-V/def2-TZVPD

Summary:
- DFT total energy (Eh) = -1654.810449
- 2S+1 = 3
- total charge = +2
- gap between HOMO and LUMO (spin up / spin down) (eV) = 8.35 / 7.20

CARTESIAN COORDINATES (ANGSTROEM)
Pt  -0.17251  0.25873  1.00061
C  -1.00004  1.75191  -1.78882
O  -0.25900  1.85583  -0.56196
C  -0.46850  3.04347  0.21390
C  -1.78790  3.01025  0.95075
O  -1.94069  1.72362  1.56386
C  -3.31930  1.34342  1.75571
C  -3.44844  -0.15083  1.61510
O  -2.98005  -0.59193  0.35711
C  -3.94472  -0.44763  -0.68269
H  -0.72173  2.58209  -2.43804
H  -2.07430  1.75937  -1.60015
H  -0.71195  0.80900  -2.24675
H  -0.39494  3.93527  -0.41151
H  0.36444  3.05461  0.91854
H  -2.62597  3.14266  0.26154
H  -1.82124  3.81449  1.68951
H  -3.93642  1.86632  1.02247
H  -3.63101  1.66103  2.75372
H  -4.49449  -0.43596  1.76593
H  -2.85428  -0.65871  2.38178
H  -4.83032  -1.05153  -0.47061
H  -3.48578  -0.79889  -1.60509
H  -4.24901  0.59408  -0.81770
C  3.17826  -0.16259  2.17746
P  2.16275  0.47539  0.81668
C  2.86111  2.11325  0.49033
C  2.47768  -0.54524  -0.64453
C  3.50871  -0.26074  -1.53207
C  3.69117  -1.04249  -2.66458
C  2.84430  -2.10871  -2.91828
C  1.80769  -2.40069  -2.04200
C  1.61537  -1.62624  -0.90300
P  0.22642  -1.91207  0.22605
C  0.74668  -3.08522  1.50817
C  -1.03386  -2.80848  -0.70250
H  4.19168  -0.33632  1.81259
H  2.78763  -1.08760  2.58937
H  3.21537  0.58076  2.97465
H  3.94160  2.03681  0.36207
H  2.67605  2.75897  1.34848
H  2.41699  2.55063  -0.40138
H  4.18092  0.56738  -1.35311
H  4.49575  -0.81326  -3.34937
H  2.98447  -2.71415  -3.80301
H  1.15459  -3.23413  -2.26154
H  1.24375  -3.92516  1.01958
H  -0.13241  -3.45625  2.03557
H  1.42489  -2.64513  2.23213
H  -0.63610  -3.77604  -1.01473
H  -1.35028  -2.23580  -1.57080
H  -1.89303  -2.97758  -0.05943

=====

Molecular formula: C16H31CrNOP2
Method: DFT, ωB97M-V/def2-TZVPD

Summary:
- DFT total energy (Eh) = -2485.146173
- 2S+1 = 5
- ΔE to the lowest compared entry with this formula, charge and spin (kcal/mol) = 46.9
- gap between HOMO and LUMO (spin up / spin down) (eV) = 4.44 / 5.08

CARTESIAN COORDINATES (ANGSTROEM)
P  -0.14465  -1.89037  -4.38788
P  0.25675  1.54759  -5.88063
C  -0.56878  -1.19768  -6.10561
C  0.31417  -0.09061  -6.71314
H  -1.62074  -0.88050  -6.02265
H  -0.57650  -2.04894  -6.80299
H  1.37357  -0.39729  -6.79317
H  -0.05190  0.14871  -7.72394
C  -1.26943  2.27710  -6.59654
H  -1.87435  2.86715  -5.89636
H  -1.87512  1.49180  -7.06727
H  -0.92187  2.93689  -7.40297
C  1.55323  2.67838  -6.40562
H  1.23806  3.10643  -7.35775
H  2.50091  2.13906  -6.50859
H  1.65600  3.48482  -5.66657
C  -1.78155  -2.89198  -4.33637
H  -1.85572  -3.58840  -3.43627
H  -1.89532  -3.52613  -5.23049
H  -2.67442  -2.24472  -4.29941
C  1.32111  -2.87739  -4.94861
H  2.17422  -2.20006  -5.07626
H  1.11315  -3.35231  -5.91877
H  1.62291  -3.66586  -4.24077
Cr  -0.36882  -2.97057  -2.30752
C  -0.10321  2.22188  -1.24922
C  -1.28727  2.29380  -1.87284
C  -1.52332  1.98792  -3.31706
C  -1.40512  0.49127  -3.51685
C  0.04310  0.11700  -3.70372
C  1.01819  1.12740  -4.30998
C  1.63042  2.11989  -3.26401
C  1.23857  1.85077  -1.78994
C  0.92369  -3.92108  -0.99724
H  -0.05534  2.38642  -0.17196
H  -2.17969  2.54681  -1.28005
H  -0.80225  2.50091  -3.97490
H  -2.53333  2.30971  -3.59008
H  -1.71254  -0.07870  -2.61540
H  -2.07881  0.10984  -4.31308
H  0.51991  -0.19787  -2.76085
H  1.90787  0.54310  -4.64243
H  1.50055  3.16680  -3.57901
H  2.72446  1.93190  -3.31471
H  1.48649  0.77759  -1.58006
H  1.96655  2.45085  -1.21466
H  1.73064  -3.25669  -0.59718
H  1.39557  -4.78473  -1.51009
H  0.33895  -4.30262  -0.13009
O  -0.68677  -0.47128  1.16639
C  -0.81509  -1.08496  0.14983
N  -0.88714  -1.69124  -0.88814

=====

Molecular formula: C16H31F3O3P2STc
Method: DFT, ωB97M-V/def2-TZVPD

Summary:
- DFT total energy (Eh) = -2314.502240
- 2S+1 = 4
- ΔE to the lowest compared entry with this formula, charge and spin (kcal/mol) = 0.0
- total charge = +2
- gap between HOMO and LUMO (spin up / spin down) (eV) = 5.47 / 6.17

CARTESIAN COORDINATES (ANGSTROEM)
P  0.04371  -1.96273  -1.88100
P  0.28092  1.99784  -1.78727
C  -0.19882  -0.61635  -3.19782
C  0.58684  0.71358  -3.12515
H  -1.28567  -0.43721  -3.28376
H  0.10837  -1.12224  -4.12624
H  1.67885  0.53139  -3.13407
H  0.37657  1.28452  -4.05189
C  -1.31795  2.74551  -2.19504
H  -1.57168  3.42907  -1.37234
H  -2.12154  2.00371  -2.30973
H  -1.21441  3.31490  -3.12850
C  1.58290  3.20267  -2.20050
H  1.31285  3.73547  -3.12040
H  2.55392  2.70785  -2.33880
H  1.64223  3.91323  -1.36544
C  -1.08592  -3.22537  -2.57383
H  -1.09466  -4.09965  -1.91057
H  -0.71337  -3.53454  -3.56122
H  -2.10849  -2.84333  -2.69084
C  1.68605  -2.55700  -2.38159
H  2.42364  -1.74570  -2.45314
H  1.57699  -3.04334  -3.35937
H  2.01813  -3.29498  -1.64311
Tc  -0.28516  -0.33624  2.31122
C  0.46671  1.89482  0.00778
C  -0.75652  1.16289  0.65443
C  -1.48537  0.22562  -0.27913
C  -1.63335  -1.21579  0.21999
C  -0.30594  -1.89852  0.50502
C  0.96322  -1.27676  0.88537
C  1.64936  -0.30526  -0.05761
C  1.77019  1.14747  0.40472
C  0.04391  -1.93140  3.56480
H  0.50406  2.94466  0.36347
H  -1.46777  1.95845  0.95889
H  -1.00364  0.17136  -1.27959
H  -2.48020  0.62691  -0.53337
H  -2.35250  -1.25554  1.07021
H  -2.12377  -1.80494  -0.57175
H  -0.42736  -2.96322  0.77870
H  1.69010  -2.00077  1.31260
H  1.08987  -0.27580  -1.02243
H  2.66447  -0.67533  -0.28739
H  1.95452  1.12497  1.50431
H  2.62585  1.63515  -0.06352
H  0.70534  -1.65274  4.40998
H  0.49794  -2.80634  3.06799
H  -0.90359  -2.28057  4.02684
F  -1.57103  1.56329  6.85228
C  -0.87204  0.76938  6.01791
F  0.37580  0.60071  6.49821
F  -1.48448  -0.42610  5.93662
S  -0.79986  1.53131  4.29955
O  -1.78673  0.71771  3.52493
O  -0.93263  2.95233  4.33578
O  0.51117  0.98101  3.77484

=====

Molecular formula: C16H31F9I3N2O2P2S
Method: DFT, ωB97M-V/def2-TZVPD

Summary:
- DFT total energy (Eh) = -3760.551197
- 2S+1 = 1
- ΔE to the lowest compared entry with this formula, charge and spin (kcal/mol) = 253.3
- total charge = -1
- gap between HOMO and LUMO (eV) = 3.66

CARTESIAN COORDINATES (ANGSTROEM)
C  -4.46598  1.24507  3.20236
C  -2.86441  1.73262  2.98002
I  -2.78222  3.51651  4.21179
C  -2.76187  1.90756  1.35207
I  -3.87629  3.74302  0.89123
P  -1.11850  1.56019  0.46330
C  -1.33479  -0.27932  1.03232
I  0.30114  1.81777  2.47180
C  0.47822  1.15849  -0.48299
C  1.09329  -0.31965  -0.55636
C  2.16690  -0.72418  0.66171
C  3.29548  -1.81462  0.22395
C  2.82811  -3.37751  0.19426
F  1.66616  -3.42843  -0.77629
F  3.87125  -4.23143  -0.49135
C  2.25234  -4.00360  1.57803
F  0.90263  -3.46311  1.99265
F  1.98223  -5.46416  1.29474
S  3.33512  -3.94250  3.07988
F  1.92088  -4.31229  4.03365
F  3.09896  -2.27155  3.36924
F  4.79606  -3.73190  2.22688
F  3.57089  -5.65730  2.91710
F  4.26125  -3.99442  4.52911
C  -0.82919  3.37141  -0.13387
C  -0.48342  4.51581  0.96084
C  1.11505  5.00676  1.00171
N  2.29806  4.20988  0.53646
O  1.30772  6.23805  1.54690
P  -2.22595  0.95608  -1.32009
N  -3.10139  2.05934  -2.06311
H  -4.47296  0.84376  4.32676
H  -4.74175  0.32614  2.53466
H  -5.20972  2.14577  3.14684
H  -2.31172  0.76875  3.41360
H  -3.52318  1.08836  0.89859
H  -0.45253  -0.63801  1.72095
H  -1.49593  -0.97701  0.07474
H  -2.30225  -0.50945  1.64786
H  1.34271  1.82020  0.01041
H  0.28754  1.45906  -1.62479
H  0.40685  -1.20832  -0.88055
H  1.85576  -0.25997  -1.48629
H  2.74604  0.29459  0.89084
H  1.66206  -1.04601  1.65448
H  3.63528  -1.54058  -0.88733
H  4.26538  -1.60396  0.88665
H  -1.59513  3.77305  -0.92922
H  0.17000  3.42435  -0.80019
H  -0.99331  5.50358  0.50036
H  -0.98252  4.45183  2.00594
H  2.86160  4.71638  -0.20706
H  2.90901  3.86306  1.30774
H  -1.40356  0.29263  -2.33630
H  -3.19334  -0.07663  -0.91379
H  -2.72271  2.13329  -3.04471
C  -0.03878  -3.12022  -4.88424
C  -0.80859  -1.83478  -4.73963
O  -0.93867  -1.28789  -3.64571
C  -1.41313  -1.24420  -5.98537
H  0.33995  -3.42857  -3.90397
H  -0.69518  -3.90517  -5.26836
H  0.81011  -2.97133  -5.55619
H  -2.13079  -1.94555  -6.41853
H  -0.62543  -1.01170  -6.70642
H  -1.93880  -0.31804  -5.72969

=====

Molecular formula: C16H31FO15PS3
Method: DFT, ωB97M-V/def2-TZVPD

Summary:
- DFT total energy (Eh) = -3391.940894
- 2S+1 = 1
- total charge = +1
- gap between HOMO and LUMO (eV) = 7.07

CARTESIAN COORDINATES (ANGSTROEM)
C  0.26409  -3.11749  2.64548
C  1.77537  -3.66075  2.30861
C  1.86498  -4.27633  0.75619
O  2.70529  -5.30150  0.59253
O  1.06518  -3.61845  -0.28831
C  0.68578  -4.54038  -1.37034
C  0.20767  -3.67570  -2.71978
P  1.57283  -2.41962  -3.29273
C  3.21253  -3.25020  -3.80914
C  3.99324  -4.05175  -2.60013
O  4.57046  -5.27359  -2.77071
C  0.83757  -1.60223  -4.90071
C  1.82075  -0.41514  -5.50606
C  2.38835  -0.97797  -6.95484
F  3.75255  -1.57265  -6.82674
H  0.20426  -1.93299  2.61465
H  -0.55450  -3.62309  1.96920
H  0.00596  -3.43217  3.76629
H  2.59147  -2.79992  2.33399
H  2.08020  -4.56496  3.01471
H  1.56954  -5.22853  -1.75595
H  -0.25881  -5.19463  -1.05200
H  0.03990  -4.40652  -3.62552
H  -0.74801  -3.01762  -2.52010
H  1.82286  -1.39849  -2.27246
H  3.94792  -2.36902  -4.13664
H  2.98868  -3.91900  -4.74500
H  4.10397  -3.52911  -1.55893
H  -0.25422  -1.21377  -4.63862
H  0.67849  -2.50256  -5.65208
H  1.19174  0.58594  -5.65926
H  2.68472  -0.27415  -4.69444
H  1.69659  -1.78998  -7.45151
H  2.47714  -0.09000  -7.71821
C  3.73828  -0.32698  4.16160
C  3.18131  0.74083  5.09932
O  2.57464  1.70788  4.24520
S  1.98387  0.95290  2.92557
O  0.57317  0.71447  3.13581
O  2.50414  1.61247  1.75054
O  2.77291  -0.46046  3.11976
H  4.68229  -0.00290  3.71174
H  3.88734  -1.28424  4.66825
H  3.95833  1.20218  5.71346
H  2.40216  0.32759  5.74853
C  -3.03360  4.14104  3.85275
C  -3.61344  2.75176  4.10453
O  -2.91389  1.88797  3.21161
S  -1.39709  2.45218  3.00813
O  -0.52148  1.72404  3.89934
O  -1.14517  2.58513  1.59205
O  -1.63854  3.93797  3.63423
H  -3.45864  4.58748  2.94799
H  -3.19292  4.81447  4.69915
H  -4.68923  2.70941  3.91841
H  -3.40790  2.41837  5.12724
C  -5.71382  4.30842  -0.81319
C  -6.45942  5.62111  -1.03822
O  -5.93550  6.51977  -0.06318
S  -4.37109  6.14943  0.21229
O  -3.55086  7.03326  -0.58595
O  -4.18649  5.97443  1.63415
O  -4.37381  4.68079  -0.49551
H  -6.12698  3.76185  0.04069
H  -5.73163  3.66661  -1.69808
H  -7.54015  5.51174  -0.92057
H  -6.24134  6.03333  -2.02910

=====

Molecular formula: C16H31FeN4O8P3
Method: DFT, ωB97M-V/def2-TZVPD

Summary:
- DFT total energy (Eh) = -3737.046450
- 2S+1 = 6
- ΔE to the lowest compared entry with this formula, charge and spin (kcal/mol) = 22.1
- total charge = +1
- gap between HOMO and LUMO (spin up / spin down) (eV) = 8.44 / 7.95

CARTESIAN COORDINATES (ANGSTROEM)
Fe  0.58640  -0.57930  -0.02760
N  -1.05140  -5.20620  -0.14970
C  -1.18320  -3.73270  -0.28890
C  -2.62290  -3.30300  -0.16230
P  -0.21090  -3.08530  1.16710
O  1.31650  -2.82570  0.57650
O  -0.19940  -4.25460  2.08290
O  -0.64200  -1.71420  1.55710
P  -0.50960  -3.14470  -1.91260
O  0.86350  -4.07180  -1.87360
O  -1.34770  -3.54460  -3.04740
O  -0.10830  -1.69620  -1.75140
H  -0.78320  -5.29800  0.88970
H  -0.27120  -5.52510  -0.73950
H  -1.90260  -5.71850  -0.39720
H  -3.02570  -3.57540  0.81250
H  -3.23240  -3.72520  -0.96210
H  -2.65990  -2.21960  -0.25550
H  1.79860  -3.62440  0.35570
H  1.05170  -4.35250  -2.77160
N  1.58690  0.21610  2.10580
C  0.62670  1.15390  2.68170
C  -0.05640  2.02900  1.60070
O  -0.47130  3.13000  1.86560
O  -0.14850  1.44670  0.44950
H  1.62670  -0.64120  2.64690
H  2.51120  0.62980  2.07090
H  1.06920  1.83110  3.42320
H  -0.18380  0.58920  3.15360
C  -0.39640  4.88980  -2.18760
C  -0.05790  3.78810  -1.19250
P  -1.01410  2.22600  -1.42790
C  -1.32360  2.05490  -3.28890
C  -1.68570  0.62920  -3.67680
C  -2.65450  2.57460  -0.66960
C  -3.67830  1.47970  -0.94090
H  0.09020  5.81220  -1.87490
H  -1.46760  5.07460  -2.22310
H  -0.04600  4.65080  -3.18890
H  -0.28080  4.10930  -0.17270
H  1.00700  3.54910  -1.23830
H  -0.39710  2.35070  -3.78490
H  -2.11250  2.75350  -3.57480
H  -1.00210  -0.08430  -3.21950
H  -1.63710  0.50580  -4.75570
H  -2.69210  0.37410  -3.36170
H  -3.00080  3.53600  -1.05860
H  -2.48040  2.68670  0.40110
H  -4.06810  1.55410  -1.95320
H  -4.51830  1.56580  -0.25460
H  -3.22890  0.49670  -0.80890
N  6.39080  -2.81660  -1.03870
C  5.56060  -2.13200  -1.42680
C  4.50220  -1.29540  -1.85820
C  4.36370  -0.89320  -3.18840
C  3.30080  -0.06640  -3.51260
C  2.40510  0.29580  -2.51730
N  2.52940  -0.09620  -1.25100
C  3.56020  -0.86150  -0.92360
H  5.07890  -1.20590  -3.93450
H  3.16660  0.28950  -4.52190
H  1.55380  0.92930  -2.72490
H  3.65050  -1.13220  0.12030

=====

Number 1: M 527.44 u. Number 2: M 367.37 u. Number 3: M 520.43 u. Number 4: M 929.15 u. Number 5: M 609.58 u. Number 6: M 556.21 u.